#P
DFT (ωB97M-V/def2-TZVPD) results for a cluster of 10 separate species, C20H60O20 in total.

ORCA input file:
```
! wB97M-V def2-TZVPD RIJCOSX def2/J DEFGRID3
* xyz 0 1
C -2.01851 1.69003 3.79060
H -4.65092 -2.27332 1.29100
C 3.12965 -2.39272 -2.80511
H 1.35674 4.35973 5.12499
H 1.10578 4.77926 -4.37060
H -2.88172 3.27568 -1.35173
H 1.61304 -5.18471 1.04020
H 1.95969 -1.77585 5.76700
H -0.81582 1.82260 5.27684
H 3.66973 -2.21108 5.58111
H -0.83264 0.53351 -2.32097
C -4.36433 0.15855 -5.27148
O 2.71095 -1.95358 3.78214
H -2.81855 1.01497 3.47159
H -5.37606 -1.51211 -5.16242
H 2.20215 4.05873 -2.52100
H 2.50978 -1.01677 3.66339
O -1.04666 1.12156 4.65552
H -5.63668 5.08194 -2.02889
H 4.85588 -4.77571 -3.90046
H 2.48690 1.57481 -2.45238
H -3.96842 2.62724 -0.15473
O -4.55777 -1.17685 -4.78869
C 3.36693 -4.14187 0.40073
H 3.18734 0.95947 3.63428
O 1.68067 4.02885 -4.56794
C 1.16602 -0.02155 0.19220
H -0.60528 1.88879 2.22002
H 1.93574 0.75257 0.08472
H -2.32376 -0.27607 -5.92881
H -4.60135 3.37206 -3.02077
H -5.00811 -0.35383 -0.81092
O -0.82949 3.68294 3.12290
O 3.22340 -4.64147 4.78440
O 1.22427 0.57598 3.66794
H 1.03441 -2.99426 -0.53281
H 3.79063 -4.60958 -0.48928
H -3.69083 -1.90032 -0.15609
C -0.07346 0.41647 -0.51670
C -4.86571 3.24177 -1.96452
O 1.25498 3.40470 5.08539
H 2.49908 -1.38494 0.06669
O 1.05244 -3.95814 -0.43763
H 4.54071 -2.34649 -4.40938
H 2.51738 -3.20661 -2.39854
C -3.61456 -0.48735 1.37452
C -1.42274 2.49034 2.64226
H 1.91280 -4.01536 6.21612
H 2.10903 3.24010 3.24585
H -0.17462 3.44919 3.80587
O -4.98423 4.60417 -1.51366
H -3.17025 1.43239 -2.65783
C 2.24769 2.82643 4.25257
H -4.93513 0.33300 -6.18143
O -2.16263 0.62314 -4.18890
H 1.26405 -4.01198 4.61633
H 3.33772 -3.60254 -4.56176
H -3.23225 0.28711 0.69405
C 2.17337 -3.78646 5.17835
O -3.58230 1.29368 -1.79185
H 3.59279 -4.43399 3.92514
C -4.43974 -1.51449 0.54089
O 4.76900 -4.11263 -3.21168
O 0.03289 0.59034 -1.91816
H -0.46035 1.32592 -0.03029
H -4.70299 0.81680 -4.46419
H 2.39473 0.98712 5.24035
H -2.68174 2.40373 4.30171
H 0.39422 0.94500 4.01704
C 1.74127 3.40596 -3.26505
H 0.73461 3.08414 -2.98868
H -4.90674 0.87242 2.02287
H -2.18867 2.57085 1.87175
O -4.39567 0.14256 2.37852
C 2.32761 1.32073 4.19480
H -2.86702 1.46458 -5.98766
C 2.53123 2.11532 -3.40528
C -2.87909 0.52504 -5.43916
H -5.81724 2.71284 -1.88960
H 1.99181 1.44700 -4.08258
H -2.71791 -0.80486 1.91204
H 3.87196 -4.70762 1.19497
C 1.87360 -4.18238 0.68451
O 3.81826 -2.75772 0.46336
O 2.39091 -1.35611 -3.43866
H 1.05214 -0.20045 1.26274
H -1.78866 -0.25718 -4.08658
H 4.34853 1.44974 -3.54083
H 4.32962 -2.70851 1.27405
O 3.90354 2.27866 -3.73310
C 2.67459 -2.34282 5.15941
H 1.73621 -3.54098 1.56143
C 3.98932 -3.10300 -3.83443
H 3.25711 3.11339 4.56516
H -0.97101 -0.18770 -0.32934
C -3.72992 2.59958 -1.21838
O -5.49545 -0.82947 -0.12412
O 1.67622 -1.21771 -0.42096
H 2.03560 -0.84032 -2.70059
H 3.70022 -2.06405 -1.93375
*
```

Values from the calculation:
- LUMO level (eV) = 0.2
- structure (SMILES) = OCCO.OCCO.OCCO.OCCO.OCCO.OCCO.OCCO.OCCO.OCCO.OCCO
- highest occupied orbital energy (eV) = -9.42

Here are the Löwdin charges for atoms 1 to 6, given in e: -0.21, 0.12, -0.26, 0.11, 0.08, 0.13

#Q
DFT (ωB97M-V/def2-TZVPD) results for a cluster of 10 separate species, C20H60O20 in total.

ORCA input file:
```
! wB97M-V def2-TZVPD RIJCOSX def2/J DEFGRID3
* xyz 0 1
C -2.00255 -4.23055 7.09569
H -5.75694 -2.71417 0.71526
H -1.77242 -5.54528 5.74427
O -6.31631 -5.60975 -4.62687
O -0.08805 -3.19041 8.32738
H -4.37264 -4.01705 -4.77974
O 0.07108 -1.36865 0.61816
C -4.97046 3.73215 -6.98546
H 1.75444 0.15179 -9.17622
C 4.24812 -5.56445 3.75339
C -1.55058 4.51622 7.27143
O -6.43149 0.71921 -0.80097
H 4.84130 -4.72330 1.83062
H -0.78533 3.47608 10.07403
H 1.12752 1.19314 -1.25779
H 7.19757 2.47666 -1.02169
H 9.65231 1.46935 -1.01817
H -8.28234 -0.12581 -0.22869
H -2.85182 5.25270 8.46326
H -2.03380 -3.02425 8.86911
H -7.28739 -1.11640 -1.23253
O 3.20172 -5.91810 1.49692
H -3.86198 5.07168 -4.86341
O 5.02233 5.48288 4.27897
H -0.73990 5.23094 7.41312
H 6.61102 6.06491 2.75720
H -6.60139 -0.54720 1.72967
O -4.13665 -4.91739 -6.61241
C 0.45356 -0.04521 0.37516
H -3.26600 -4.61594 -6.88203
H 9.39880 -0.22064 -0.84531
H 1.47710 0.03143 0.74203
H 6.83605 5.12925 4.97935
C 7.66115 0.84841 -0.11632
O 0.00972 -0.42651 -8.44199
H -5.10914 1.86771 -7.02439
H -0.93954 1.26715 -2.26427
H 3.60051 -6.32398 4.19135
H -5.44626 3.62223 -6.01097
H -0.86376 -1.33738 0.40206
O 8.48356 0.40767 -2.44588
O -2.77797 5.19311 7.50797
H 5.05287 -6.55301 2.09120
H -0.85414 -0.03908 -8.28306
C 8.87200 0.70938 -1.05894
O -5.53862 -1.81328 0.46559
C -4.03114 -4.93919 -5.24996
C -7.24179 -0.38101 -0.42927
H -4.65540 -6.40282 -3.75615
H -1.39856 -4.63441 9.15413
H 0.16958 -0.55767 -11.03807
O -0.93165 0.61873 -1.55639
H -6.86430 -6.36343 -4.39610
C -4.92337 -6.05401 -4.75346
H -0.18184 0.61344 0.96722
H -5.74287 4.11908 -7.65011
H 9.31392 0.28635 -2.91213
H 5.42988 4.85951 3.67325
H -2.01007 -3.33201 6.47872
H 7.48639 7.52685 5.02057
C 6.72250 7.16372 4.33302
C 4.44687 -5.65768 2.22996
H 0.75849 -0.43705 -1.84037
H 2.77369 -4.31977 3.79056
H -3.03439 -5.17120 -4.87476
H 1.02183 0.84873 -11.37557
O -0.96463 1.23939 -10.90296
H 6.03188 8.00038 4.22753
C 0.43644 0.35537 -1.16476
O 7.12276 2.17118 -0.11467
H 6.83040 0.21252 -0.42226
C 0.72657 0.50621 -9.25352
C -6.74067 -1.14904 0.83163
C 0.21474 0.48905 -10.73734
H -1.56547 0.99576 -10.19498
C -1.36524 3.27173 8.13965
O 3.67427 -4.29036 4.12175
H 5.76056 6.15106 6.04028
O 7.21458 6.76289 3.02202
C 6.07724 5.91039 5.02544
O -3.23176 4.68520 -5.47583
O -1.43389 3.85129 9.47388
H 0.35636 -3.65114 7.61196
H 7.98283 0.53875 0.87803
H -4.88065 -6.95229 -5.36939
O -4.39702 2.45310 -7.29237
H -3.21945 4.88038 -7.61654
H -3.03128 -4.55934 7.24299
H -2.23088 2.62261 8.00766
C -3.90554 4.82907 -6.77112
H -5.53014 0.38880 -0.79709
H -0.42807 2.75654 7.92896
H -7.47157 -1.88849 1.15890
H 0.55577 1.47879 -8.79199
C -1.38907 -3.79897 8.45409
O -1.17702 -5.13642 6.37667
H 2.62774 -5.16814 1.66929
H -1.45645 4.24427 6.22010
H -4.43572 5.77979 -6.82720
H 5.19931 -5.69237 4.27009
*
```

Values from the calculation:
- LUMO level (eV) = 0.2
- structure (SMILES) = OCCO.OCCO.OCCO.OCCO.OCCO.OCCO.OCCO.OCCO.OCCO.OCCO
- highest occupied orbital energy (eV) = -10.06

Here are the Löwdin charges for atoms 1 to 6, given in e: -0.25, 0.08, 0.08, -0.09, -0.07, 0.12

#R
DFT (ωB97M-V/def2-TZVPD) results for a cluster of 10 separate species, C20H60O20 in total.

ORCA input file:
```
! wB97M-V def2-TZVPD RIJCOSX def2/J DEFGRID3
* xyz 0 1
O -23.17162 -20.77917 -30.34411
H -16.38568 -24.64225 -26.62983
H -20.47823 -18.47225 -22.49143
H -21.23034 -22.24760 -31.33577
H -22.37350 -20.64522 -29.81560
H -15.84176 -21.63715 -31.19925
H -19.62701 -23.62306 -20.23201
H -13.08427 -20.26952 -25.77298
H -21.53058 -24.26050 -32.61450
H -12.77860 -22.52667 -30.24387
C -16.60859 -24.23557 -25.63406
C -24.08914 -19.72961 -30.02527
O -13.31054 -20.69235 -31.07178
H -18.41289 -20.96188 -30.81069
O -20.52592 -21.40277 -28.54747
H -16.02733 -20.76218 -26.24193
H -12.81659 -22.27949 -26.58247
H -23.65466 -18.79766 -30.41236
H -17.83251 -20.90417 -23.02024
C -13.38144 -21.64209 -30.00705
C -15.12884 -20.14808 -26.32402
C -21.09561 -22.37656 -32.42224
O -14.33500 -24.00942 -24.77676
C -16.84553 -20.92960 -23.48299
O -19.76596 -23.19313 -23.43888
C -19.99875 -21.36975 -32.80109
H -20.56528 -20.66785 -24.04014
C -20.26514 -21.15263 -27.17044
H -23.06421 -20.18419 -23.53698
H -16.36598 -22.65549 -22.49036
H -15.64008 -21.78740 -20.61563
H -15.15353 -25.72311 -25.28147
H -16.83326 -21.28168 -24.50737
H -18.48911 -22.44079 -27.25352
C -13.94292 -20.94051 -25.77055
H -19.00721 -18.63825 -30.48006
H -21.77411 -19.61919 -20.88576
H -21.44524 -25.23791 -21.33155
H -19.72657 -25.15751 -22.63544
H -20.25787 -20.39411 -32.40527
H -16.13039 -19.20058 -22.65597
C -15.49125 -24.82701 -24.73948
H -18.29359 -25.27038 -25.36477
H -18.63222 -21.64305 -25.76309
O -22.29641 -19.61136 -23.51037
O -13.71129 -21.96685 -26.75169
C -14.82187 -22.08045 -29.68673
H -15.79780 -25.23023 -23.77217
H -18.63398 -22.83114 -32.50091
H -14.88292 -21.82406 -22.83242
O -20.76288 -23.70204 -32.73887
C -15.90598 -21.65473 -22.49920
O -20.81283 -19.69480 -20.82605
C -18.80065 -21.47416 -26.83573
H -17.42412 -19.59783 -32.37562
H -17.56990 -18.60783 -29.50211
H -14.27667 -21.30983 -24.80211
H -24.22890 -19.55892 -28.95305
H -17.22952 -17.84578 -31.94725
O -16.36925 -19.57572 -23.50463
H -20.43273 -20.09075 -26.97406
H -12.89192 -21.17639 -29.15101
O -15.97248 -21.09617 -21.19520
H -22.10382 -22.11513 -32.77235
H -15.96998 -19.22586 -24.72842
O -15.52296 -22.48434 -30.85225
H -13.70970 -24.37485 -25.39864
H -15.48451 -18.67319 -30.57120
H -14.17520 -20.69360 -31.49368
H -19.86931 -21.39450 -33.88850
H -26.15880 -19.67725 -29.94323
O -17.91319 -24.40921 -25.17733
C -20.22140 -23.68489 -21.15796
H -17.66586 -20.60527 -28.11451
H -15.00726 -19.67907 -27.29520
H -25.51693 -20.16986 -32.57173
O -25.56362 -19.41200 -31.98606
H -20.88737 -21.70947 -26.46949
C -21.13268 -20.38131 -23.14955
H -25.56701 -21.06706 -30.77896
O -17.93663 -20.42816 -27.20928
H -18.36436 -24.04703 -22.34056
C -25.41501 -19.98663 -30.68734
O -18.79558 -21.91564 -32.25785
H -16.34796 -23.19458 -25.85375
H -19.12829 -23.31238 -24.16204
C -19.45165 -24.12753 -22.38476
O -21.40842 -24.38959 -20.88759
O -18.10513 -20.50431 -29.99651
C -18.03534 -19.13607 -30.33827
H -20.37534 -22.59953 -21.20115
H -21.51462 -21.32889 -22.76635
H -14.81653 -22.84290 -28.90475
O -15.43403 -19.00790 -25.49600
O -15.84713 -19.24008 -31.25990
C -17.19868 -18.87556 -31.58896
H -19.27770 -19.64183 -22.16249
H -19.88541 -20.89208 -29.07147
C -20.36010 -19.51069 -22.16401
H -15.31385 -21.29218 -29.10277
*
```

Values from the calculation:
- LUMO level (eV) = 0.1
- structure (SMILES) = OCCO.OCCO.OCCO.OCCO.OCCO.OCCO.OCCO.OCCO.OCCO.OCCO
- highest occupied orbital energy (eV) = -8.86

Here are the Löwdin charges for atoms 1 to 6, given in e: -0.08, 0.13, 0.12, 0.10, 0.05, 0.05

Which is most stable? The ranking, best first, is #P, #R, #Q.

#P
DFT (ωB97M-V/def2-TZVPD) results for a structure of composition C8H8.

ORCA input file:
```
! wB97M-V def2-TZVPD RIJCOSX def2/J DEFGRID3
* xyz 0 1
H 0.99669 -1.29456 1.31364
H 1.10513 2.75292 -0.28084
C -0.72656 0.09069 0.73082
H -2.59340 -1.25512 0.60691
H -1.03756 0.71746 1.56509
H -0.97160 -2.44759 -1.40413
C 0.88140 1.68687 -0.08030
H 1.02333 -0.67167 -1.75325
C 0.80665 -0.42902 0.61057
H -1.17319 1.06224 -1.11027
C -1.62932 -1.00151 0.20371
C -0.25027 0.78769 -0.51912
H 2.56988 1.01317 1.28575
C 1.56986 0.90074 0.75305
C 0.31049 -0.56482 -0.91181
C -0.94880 -1.45011 -0.82407
*
```

Values from the calculation:
- LUMO level (eV) = 1.1
- highest occupied orbital energy (eV) = -8.73

Here are the natural (NBO) charges for atoms 1 to 6, given in e: 0.22, 0.23, -0.23, 0.22, 0.21, 0.22

#Q
DFT (ωB97M-V/def2-TZVPD) results for an isolated molecule of C8H8.

ORCA input file:
```
! wB97M-V def2-TZVPD RIJCOSX def2/J DEFGRID3
* xyz 0 1
H -1.89368 -1.11435 -0.24544
C -1.15767 -0.46368 1.60390
C 0.15353 -0.43899 1.75681
C 1.87937 -0.17410 -0.36842
H 2.96488 -0.22636 -0.09183
H -0.35747 1.59171 -0.20475
C -0.43721 0.46540 -0.31648
H -2.47548 0.46553 0.40163
C 1.43494 0.21522 -1.67596
H -1.75470 -1.01658 2.36538
C 0.78886 -0.04496 0.48317
C -1.64499 -0.17541 0.24907
C 0.12587 0.39658 -1.65519
H 2.20107 0.47989 -2.51987
H 0.69568 -0.79188 2.71646
H -0.52300 0.83199 -2.49849
*
```

Values from the calculation:
- LUMO level (eV) = 0.7
- structure (SMILES) = C1=C[C@H]2CC=CC2=C1
- highest occupied orbital energy (eV) = -7.71

Here are the natural (NBO) charges for atoms 1 to 6, given in e: 0.23, -0.15, -0.22, -0.26, 0.22, 0.27

Which is most stable? The ranking, best first, is #Q, #P.